# 1
The following is a DFT calculation (ωB97M-V with the def2-TZVPD basis set) of C44H34Cl2CrI2NO4P as an isolated structure.

Values from the calculation:
2S+1 = 5
Gap between HOMO and LUMO (spin up / spin down) = 5.08 / 7.18 eV
Expectation value of S² = 6.0608
E_tot = -4954.53707 hartree
ΔE to the lowest compared entry with this formula, charge and spin = 0.220 eV

Cartesian coordinates (Å):
Cr -0.665 1.391 -0.006
I -5.432 0.852 -2.032
C -4.778 0.826 -0.061
C -5.696 0.574 0.976
C -5.310 0.539 2.288
I -6.742 0.151 3.755
C -3.949 0.745 2.631
C -3.402 0.739 3.934
C -2.060 0.934 4.119
C -1.226 1.110 3.002
N -1.711 1.111 1.785
C -3.046 0.968 1.578
C -3.440 1.044 0.203
O -2.519 1.285 -0.687
H -6.733 0.405 0.717
H -4.056 0.578 4.781
H -1.628 0.940 5.109
H -0.155 1.234 3.082
Cl 2.346 -0.297 -1.866
C 2.129 -1.739 -0.925
C 3.250 -2.488 -0.617
C 3.109 -3.644 0.131
C 1.852 -4.044 0.559
C 0.737 -3.284 0.243
C 0.851 -2.113 -0.507
P -0.594 -1.054 -0.870
C -0.851 -1.235 -2.666
C -0.271 -2.274 -3.389
C -0.524 -2.409 -4.747
C -1.365 -1.512 -5.390
C -1.952 -0.480 -4.672
C -1.694 -0.335 -3.317
C -2.008 -1.957 -0.154
C -2.940 -2.636 -0.934
C -4.046 -3.229 -0.341
C -4.230 -3.153 1.032
C -3.301 -2.486 1.818
C -2.200 -1.887 1.227
H 4.223 -2.146 -0.942
H 3.986 -4.224 0.389
H 1.737 -4.947 1.144
H -0.237 -3.606 0.582
H 0.383 -2.983 -2.897
H -0.063 -3.217 -5.299
H -1.564 -1.620 -6.449
H -2.615 0.219 -5.165
H -2.157 0.468 -2.760
H -2.816 -2.684 -2.007
H -4.771 -3.745 -0.957
H -5.100 -3.608 1.488
H -3.440 -2.418 2.890
H -1.483 -1.356 1.845
Cl -0.306 8.070 -2.905
C -0.431 6.619 -1.956
C -0.802 6.715 -0.599
C -0.912 5.600 0.180
C -0.664 4.303 -0.349
O -0.785 3.283 0.423
C -0.283 4.229 -1.720
C 0.030 2.992 -2.339
O -0.003 1.863 -1.819
C -0.173 5.403 -2.504
H -1.000 7.693 -0.180
H -1.196 5.670 1.221
H 0.343 3.031 -3.390
H 0.119 5.320 -3.543
C 6.455 -2.485 1.594
C 5.343 -1.492 1.406
C 4.075 -1.710 1.932
C 3.029 -0.815 1.778
C 1.726 -1.129 2.463
C 3.239 0.390 1.042
C 2.219 1.323 0.752
O 0.935 1.112 0.979
C 4.558 0.644 0.545
C 4.876 1.917 -0.191
C 5.556 -0.291 0.724
H 6.068 -3.450 1.925
H 7.174 -2.145 2.344
H 7.009 -2.644 0.667
H 3.891 -2.622 2.492
H 1.802 -2.084 2.984
H 0.888 -1.177 1.767
H 1.484 -0.361 3.201
H 2.479 2.257 0.261
H 4.272 2.019 -1.096
H 5.926 1.934 -0.481
H 4.685 2.798 0.426
H 6.542 -0.082 0.319

Just the Mulliken charges please, in e? Sure, here they are:
1. Cr 0.47
2. I 0.00
3. C -0.35
4. C -0.47
5. C 0.00
6. I 0.06
7. C 1.22
8. C -0.86
9. C -1.20
10. C -0.86
11. N 1.03
12. C 0.37
13. C -0.36
14. O -0.40
15. H 0.36
16. H 0.23
17. H 0.46
18. H 0.81
19. Cl -0.12
20. C 0.61
21. C -0.92
22. C -0.55
23. C -1.09
24. C -0.61
25. C -0.48
26. P 2.57
27. C -0.12
28. C -0.42
29. C -0.78
30. C -0.63
31. C -1.08
32. C 0.02
33. C -0.04
34. C -0.55
35. C -0.77
36. C -0.88
37. C -0.77
38. C 0.20
39. H 0.75
40. H 0.46
41. H 0.38
42. H 0.47
43. H 0.36
44. H 0.44
45. H 0.39
46. H 0.47
47. H 0.56
48. H 0.39
49. H 0.43
50. H 0.41
51. H 0.49
52. H 0.25
53. Cl -0.23
54. C 0.07
55. C -0.51
56. C -0.91
57. C 0.23
58. O -0.27
59. C 1.33
60. C -0.27
61. O -0.20
62. C -1.13
63. H 0.43
64. H 0.46
65. H 0.25
66. H 0.49
67. C -1.76
68. C 0.67
69. C -0.88
70. C 0.49
71. C -1.31
72. C 0.45
73. C -0.87
74. O 0.39
75. C 1.63
76. C -1.94
77. C -1.00
78. H 0.36
79. H 0.38
80. H 0.37
81. H 0.35
82. H 0.39
83. H 0.05
84. H 0.43
85. H 0.39
86. H 0.32
87. H 0.38
88. H 0.37
89. H 0.29

---

# 2
The following is a DFT calculation (ωB97M-V with the def2-TZVPD basis set) of C44H35F5IrN3P2 as an isolated structure.

Values from the calculation:
Total charge = +1
2S+1 = 2
Gap between HOMO and LUMO (spin up / spin down) = 7.65 / 5.84 eV
Expectation value of S² = 0.7623
E_tot = -3148.20257 hartree
ΔE to the lowest compared entry with this formula, charge and spin = 0.000 eV

Cartesian coordinates (Å):
Ir 0.235 0.270 0.165
C -2.742 1.288 -0.583
P -1.857 0.847 1.005
C -2.821 -0.495 1.759
C -2.196 -1.247 2.752
C -2.906 -2.198 3.467
C -4.244 -2.422 3.182
C -4.870 -1.695 2.180
C -4.165 -0.729 1.476
C -2.186 2.202 2.170
C -1.166 2.934 2.771
C -1.473 3.931 3.685
C -2.795 4.217 3.989
C -3.817 3.500 3.383
C -3.514 2.490 2.485
C -2.335 0.246 -1.554
C -3.110 -0.565 -2.473
C -2.301 -1.603 -2.829
C -1.070 -1.424 -2.131
C 0.004 -2.373 -1.770
P 0.184 -2.207 0.085
C -1.066 -3.441 0.580
C -2.396 -3.243 0.215
C -3.342 -4.227 0.445
C -2.973 -5.416 1.058
C -1.652 -5.621 1.427
C -0.697 -4.644 1.181
C 1.764 -2.944 0.549
C 2.664 -3.470 -0.371
C 3.890 -3.959 0.061
C 4.213 -3.934 1.409
C 3.313 -3.418 2.333
C 2.096 -2.915 1.904
N -1.094 -0.228 -1.460
H -2.351 2.264 -0.873
H -3.822 1.373 -0.484
H -1.144 -1.090 2.965
H -2.409 -2.772 4.238
H -4.799 -3.168 3.736
H -5.913 -1.871 1.950
H -4.679 -0.167 0.706
H -0.134 2.747 2.517
H -0.673 4.494 4.147
H -3.030 5.001 4.696
H -4.850 3.721 3.614
H -4.323 1.924 2.041
H -4.131 -0.390 -2.770
H -2.557 -2.438 -3.461
H 0.949 -2.080 -2.232
H -0.237 -3.394 -2.062
H -2.705 -2.316 -0.250
H -4.371 -4.059 0.154
H -3.713 -6.184 1.244
H -1.357 -6.549 1.899
H 0.332 -4.826 1.459
H 2.426 -3.504 -1.427
H 4.588 -4.364 -0.659
H 5.168 -4.319 1.743
H 3.565 -3.392 3.384
H 1.408 -2.485 2.625
C 3.591 -0.824 -4.508
C 2.313 -0.329 -4.294
C 1.876 -0.071 -3.004
C 2.716 -0.301 -1.925
C 4.002 -0.791 -2.135
C 4.430 -1.051 -3.425
N 2.239 -0.039 -0.586
N 3.154 -0.004 0.266
C 2.745 0.182 1.573
C 3.734 0.148 2.558
C 3.360 0.251 3.881
C 2.007 0.383 4.186
C 1.036 0.431 3.192
C 1.375 0.347 1.841
H 3.934 -1.026 -5.514
H 1.656 -0.131 -5.130
H 0.892 0.338 -2.840
H 4.652 -0.967 -1.291
H 5.430 -1.433 -3.586
H 4.767 0.027 2.261
H 4.100 0.226 4.668
H 1.700 0.459 5.222
H 0.005 0.551 3.499
F 1.572 2.828 0.621
C 0.560 2.331 -0.159
F -0.538 3.129 0.150
C 0.902 2.866 -1.571
F 0.004 2.410 -2.472
F 2.122 2.499 -1.959
F 0.854 4.196 -1.606

Just the Mulliken charges please, in e? Sure, here they are:
1. Ir 2.57
2. C -1.01
3. P -0.64
4. C 1.27
5. C 0.14
6. C -0.86
7. C -0.80
8. C -0.90
9. C -0.12
10. C 1.43
11. C 0.04
12. C -1.15
13. C -0.65
14. C -0.75
15. C -0.93
16. C -0.09
17. C -1.21
18. C -0.98
19. C -0.63
20. C -0.74
21. P 1.18
22. C 1.23
23. C 0.02
24. C -0.87
25. C -0.88
26. C -0.88
27. C -1.17
28. C 0.27
29. C -0.58
30. C -0.68
31. C -0.76
32. C -0.77
33. C -0.25
34. N 0.67
35. H 0.44
36. H 0.93
37. H -0.10
38. H 0.52
39. H 0.46
40. H 0.47
41. H 0.30
42. H 0.34
43. H 0.48
44. H 0.40
45. H 0.44
46. H 0.30
47. H 0.57
48. H 0.60
49. H 0.26
50. H 0.88
51. H 0.01
52. H 0.49
53. H 0.44
54. H 0.47
55. H 0.40
56. H 0.35
57. H 0.47
58. H 0.40
59. H 0.47
60. H 0.41
61. C -0.76
62. C -1.46
63. C 0.81
64. C 0.02
65. C -0.50
66. C -0.80
67. N 1.07
68. N -1.01
69. C 0.33
70. C -0.02
71. C -1.00
72. C -1.00
73. C -0.03
74. C 0.69
75. H 0.44
76. H 0.47
77. H 0.14
78. H 0.57
79. H 0.45
80. H 0.53
81. H 0.43
82. H 0.51
83. H 0.42
84. F -0.25
85. C -0.26
86. F -0.29
87. C 0.53
88. F -0.23
89. F -0.25
90. F -0.28

---

# 3
The following is a DFT calculation (ωB97M-V with the def2-TZVPD basis set) of C44H35FeN3O4P2S2SbSe2 as an isolated structure at a distorted geometry.

Values from the calculation:
2S+1 = 6
Gap between HOMO and LUMO (spin up / spin down) = 8.02 / 6.49 eV
Expectation value of S² = 8.8010
E_tot = -9948.87310 hartree
ΔE to the lowest compared entry with this formula, charge and spin = 0.005 eV

Cartesian coordinates (Å):
Fe 1.034 -0.063 -0.822
Se 4.345 0.497 4.925
P 2.369 -0.214 4.884
C 2.138 -1.834 5.680
C 0.911 -2.493 5.584
C 0.746 -3.729 6.186
C 1.799 -4.312 6.883
C 3.017 -3.657 6.978
C 3.189 -2.417 6.375
C 1.187 0.899 5.684
C 0.814 2.063 5.017
C -0.037 2.967 5.626
C -0.515 2.716 6.908
C -0.139 1.563 7.577
C 0.713 0.651 6.966
C 1.651 -0.415 3.245
C 2.175 -0.557 1.965
N 1.103 -0.628 1.150
N 0.000 -0.552 1.868
N 0.302 -0.449 3.135
P 3.766 -0.599 1.138
Se 3.547 -0.994 -0.977
C 4.774 -1.910 1.859
C 4.336 -2.650 2.950
C 5.125 -3.671 3.459
C 6.353 -3.953 2.882
C 6.785 -3.230 1.777
C 5.993 -2.221 1.258
C 4.496 1.017 1.450
C 5.863 1.177 1.648
C 6.384 2.445 1.845
C 5.546 3.552 1.834
C 4.184 3.393 1.625
C 3.657 2.126 1.435
H 0.097 -2.039 5.032
H -0.203 -4.243 6.108
H 1.667 -5.279 7.350
H 3.836 -4.110 7.521
H 4.137 -1.894 6.429
H 1.184 2.256 4.016
H -0.331 3.867 5.102
H -1.181 3.425 7.385
H -0.507 1.369 8.576
H 1.006 -0.250 7.490
H 3.375 -2.450 3.400
H 4.774 -4.240 4.309
H 6.970 -4.746 3.283
H 7.733 -3.462 1.311
H 6.311 -1.689 0.368
H 6.519 0.318 1.686
H 7.445 2.569 2.016
H 5.956 4.541 1.991
H 3.528 4.253 1.611
H 2.590 2.008 1.283
S -0.628 -1.587 -1.638
Sb -2.477 -0.617 -0.680
C -2.622 1.463 -0.495
C -3.403 1.946 0.508
C -3.672 3.325 0.641
C -3.116 4.240 -0.277
C -2.356 3.817 -1.314
C -2.088 2.369 -1.572
C -3.076 -1.515 1.116
C -2.840 -0.950 2.365
C -3.242 -1.631 3.505
C -3.860 -2.869 3.397
C -4.080 -3.437 2.151
C -3.690 -2.759 1.004
C -4.083 -1.041 -1.974
C -5.392 -1.046 -1.501
C -6.442 -1.251 -2.383
C -6.186 -1.445 -3.734
C -4.882 -1.439 -4.207
C -3.827 -1.239 -3.327
H -3.831 1.272 1.241
H -4.282 3.674 1.461
H -3.285 5.300 -0.141
H -1.898 4.514 -2.002
H -2.571 2.097 -2.523
H -2.303 -0.017 2.460
H -3.051 -1.198 4.478
H -4.166 -3.398 4.290
H -4.551 -4.407 2.069
H -3.865 -3.206 0.032
H -5.597 -0.896 -0.446
H -7.460 -1.262 -2.016
H -7.008 -1.604 -4.420
H -4.684 -1.593 -5.259
H -2.805 -1.254 -3.689
O -0.084 2.194 0.461
S 0.421 2.635 -0.823
O 0.649 4.028 -1.022
O -0.694 2.128 -1.890
O 1.552 1.781 -1.261

Just the Mulliken charges please, in e? Sure, here they are:
1. Fe 0.35
2. Se -0.29
3. P 1.36
4. C -0.10
5. C -0.46
6. C -0.64
7. C -0.49
8. C -0.60
9. C -0.52
10. C 0.64
11. C -0.35
12. C -0.72
13. C -0.50
14. C -0.73
15. C -0.53
16. C -0.26
17. C 0.16
18. N -0.60
19. N 0.01
20. N -0.11
21. P 0.63
22. Se -0.43
23. C 0.66
24. C -0.02
25. C -0.68
26. C -0.57
27. C -0.77
28. C -0.74
29. C 0.52
30. C -0.44
31. C -0.70
32. C -0.66
33. C -0.85
34. C 0.59
35. H 0.56
36. H 0.43
37. H 0.38
38. H 0.44
39. H 0.35
40. H 0.39
41. H 0.44
42. H 0.39
43. H 0.41
44. H 0.38
45. H 0.33
46. H 0.46
47. H 0.39
48. H 0.40
49. H 0.49
50. H 0.38
51. H 0.42
52. H 0.40
53. H 0.50
54. H -0.06
55. S -0.56
56. Sb 1.69
57. C 0.30
58. C 0.02
59. C -0.88
60. C -0.40
61. C -0.94
62. C -0.14
63. C 0.58
64. C -0.50
65. C -0.49
66. C -0.65
67. C -0.62
68. C -0.62
69. C 0.36
70. C -0.34
71. C -0.64
72. C -0.43
73. C -0.59
74. C -0.57
75. H 0.45
76. H 0.44
77. H 0.40
78. H 0.48
79. H 0.35
80. H 0.46
81. H 0.48
82. H 0.39
83. H 0.41
84. H 0.42
85. H 0.39
86. H 0.39
87. H 0.38
88. H 0.41
89. H 0.33
90. O -0.40
91. S 1.26
92. O -0.63
93. O -0.38
94. O -0.63